1.
{"formula": "C16H27N2O4", "method": "ωB97M-V with the def2-TZVPD basis set", "elements": ["C", "H", "O", "C", "C", "C", "C", "C", "C", "H", "H", "H", "O", "C", "C", "O", "H", "H", "C", "N", "C", "C", "N", "H", "C", "H", "H", "C", "H", "O", "H", "H", "C", "C", "H", "H", "H", "H", "H", "H", "H", "H", "H", "H", "H", "H", "H", "H", "H"], "positions_angstrom": [[-5.31201, -2.42114, -0.82787], [-5.26636, -3.31932, -1.44079], [-4.14854, -1.68653, -1.14401], [-3.96447, -0.47748, -0.56084], [-2.82849, 0.21935, -0.97335], [-2.53078, 1.46215, -0.43805], [-3.36064, 2.02768, 0.52187], [-4.48166, 1.32961, 0.93001], [-4.79098, 0.08651, 0.40661], [-5.67545, -0.42424, 0.74885], [-5.13517, 1.76690, 1.66867], [-3.15463, 3.00607, 0.92568], [-1.41492, 2.10748, -0.94685], [-0.50035, 2.69239, -0.04364], [0.60316, 1.65617, 0.25635], [0.94794, 1.02293, -0.96513], [0.13513, 1.05261, -1.50386], [1.50457, 2.16396, 0.61660], [0.10141, 0.62860, 1.30332], [0.94614, -0.50475, 1.57917], [0.80283, -1.73331, 0.86120], [1.73180, -1.82421, -0.38352], [2.80409, -0.81575, -0.26030], [2.33798, 0.11172, -0.42368], [3.82245, -0.92359, -1.32157], [3.29870, -1.09180, -2.26538], [4.48440, -1.76873, -1.12834], [4.62560, 0.39363, -1.39744], [5.38759, 0.42672, -0.61487], [3.78786, 1.49499, -1.17198], [3.31902, 1.74523, -1.97630], [5.13831, 0.44762, -2.36190], [3.35363, -0.82040, 1.10886], [2.27778, -0.30029, 2.09109], [2.39299, -0.83373, 3.04392], [2.42466, 0.76170, 2.28590], [4.23263, -0.18049, 1.15191], [3.64863, -1.84351, 1.35121], [1.17728, -1.61761, -1.29931], [2.18047, -2.81648, -0.45656], [1.04764, -2.55032, 1.54885], [-0.23478, -1.85985, 0.55424], [-0.05759, 1.17119, 2.24111], [-0.86459, 0.23624, 0.97857], [-0.97315, 3.02928, 0.87978], [-0.06769, 3.55128, -0.56371], [-2.20347, -0.21443, -1.73847], [-6.21716, -1.86015, -1.07484], [-5.33177, -2.70388, 0.22879]], "spin_multiplicity": 1, "max_force_ev_per_a": 0.80, "smiles": "COc1cccc(OC[C@H](O)CN2CC[NH+](CCO)CC2)c1", "e_above_lowest_kcal_mol": 0.00, "charge": 1, "orbital_gap_ev": 8.783}


2.
{"formula": "C16H27N3O2S2", "method": "ωB97M-V with the def2-TZVPD basis set", "elements": ["C", "S", "O", "C", "H", "H", "H", "H", "H", "H", "C", "S", "O", "C", "H", "H", "H", "H", "H", "H", "N", "C", "C", "C", "C", "H", "H", "H", "H", "H", "N", "C", "C", "C", "C", "H", "H", "H", "H", "H", "N", "C", "C", "C", "C", "H", "H", "H", "H", "H"], "positions_angstrom": [[-0.53997, -0.58416, 2.99626], [-0.37852, 1.21511, 3.51948], [-1.38618, 1.58601, 4.65243], [1.31659, 1.44868, 4.17805], [-0.38700, -1.16019, 3.90889], [0.31855, -0.74244, 2.34356], [-1.39954, -0.78793, 2.35775], [1.96836, 1.68550, 3.33708], [1.69123, 0.52531, 4.61978], [1.33240, 2.18202, 4.98431], [3.24283, -2.01148, 2.78265], [1.73213, -2.82793, 2.10880], [0.52456, -2.15206, 2.72363], [1.84177, -2.03096, 0.42645], [3.08036, -0.96768, 3.05131], [4.10994, -2.18241, 2.14468], [3.61198, -2.48482, 3.69247], [1.16327, -2.40059, -0.34237], [2.81858, -2.28382, 0.01415], [1.63418, -0.96118, 0.40219], [-2.69686, 1.13213, -1.87236], [-4.04788, 1.45294, -1.68156], [-4.50612, 2.42398, -2.46895], [-3.31183, 2.79773, -3.22740], [-2.20648, 1.96897, -2.79445], [-2.07602, 0.46095, -1.44319], [-4.61456, 0.81941, -1.01531], [-5.53011, 2.75576, -2.55700], [-3.21247, 3.51465, -4.02899], [-1.18671, 1.96146, -3.15000], [0.58353, -1.37734, -2.20654], [0.40573, -0.66876, -3.32666], [1.67264, 0.03151, -3.50527], [2.47283, -0.26185, -2.44384], [1.80353, -1.13190, -1.64904], [-0.11243, -2.01822, -1.85295], [-0.49127, -0.65778, -3.92807], [1.95675, 0.63714, -4.35315], [3.46522, 0.14465, -2.31615], [2.28953, -1.69015, -0.86254], [0.08085, 0.07442, -1.07731], [-0.02468, -0.63664, 0.04500], [-1.10323, -0.07738, 0.69971], [-1.58930, 1.04538, 0.01101], [-0.86593, 0.98012, -1.18944], [0.89015, -0.04283, -1.67009], [0.58426, -1.49924, 0.27200], [-1.53717, -0.50512, 1.59141], [-2.47580, 1.64985, 0.13402], [-0.91170, 1.65117, -2.03443]], "spin_multiplicity": 1, "max_force_ev_per_a": 9.55, "e_above_lowest_kcal_mol": 572.06, "orbital_gap_ev": 7.211}


3.
{"formula": "C16H27N3O3S", "method": "ωB97M-V with the def2-TZVPD basis set", "elements": ["C", "C", "C", "H", "H", "S", "C", "N", "N", "C", "C", "H", "H", "C", "C", "C", "H", "H", "C", "N", "C", "O", "O", "C", "C", "H", "H", "H", "C", "H", "H", "H", "C", "H", "H", "H", "H", "H", "H", "H", "H", "H", "H", "O", "C", "H", "H", "H", "H", "H"], "positions_angstrom": [[-5.30753, -1.28259, -1.05386], [-4.39889, -1.33981, -0.09250], [-4.46057, -0.41879, 1.09261], [-5.40940, -0.50788, 1.62209], [-3.63157, -0.58576, 1.77662], [-4.39403, 1.35181, 0.61127], [-2.72845, 1.45096, 0.19704], [-1.80680, 0.55036, 0.35126], [-0.66164, 1.09569, -0.11542], [-0.93070, 2.28824, -0.52643], [-0.00733, 3.28790, -1.10564], [0.65654, 2.78145, -1.80577], [-0.60368, 4.02584, -1.64410], [0.82318, 3.98940, -0.01827], [1.78208, 3.04427, 0.70427], [2.95358, 2.60228, -0.17060], [2.58445, 2.05889, -1.04028], [3.50823, 3.47578, -0.51899], [3.91726, 1.67306, 0.57706], [3.27370, 0.46666, 1.04312], [2.91410, -0.51254, 0.16676], [3.35328, -0.61438, -0.95273], [2.05351, -1.34377, 0.77527], [1.44203, -2.43387, 0.04911], [0.69786, -1.89936, -1.17412], [0.09122, -2.68842, -1.61002], [0.05889, -1.07146, -0.87629], [1.40501, -1.54243, -1.91739], [0.45270, -3.02792, 1.05265], [0.98157, -3.37765, 1.93548], [-0.08175, -3.85988, 0.60390], [-0.25841, -2.26365, 1.35358], [2.49876, -3.46272, -0.35102], [2.02269, -4.30513, -0.84536], [3.21603, -3.01104, -1.03082], [3.02703, -3.82051, 0.53030], [2.71528, 0.52397, 1.87992], [4.71777, 1.36912, -0.10157], [4.35284, 2.18003, 1.44102], [2.17131, 3.55131, 1.59101], [1.22519, 2.16361, 1.02890], [1.38842, 4.79591, -0.48904], [0.14162, 4.43893, 0.70798], [-2.24700, 2.58562, -0.35267], [-3.24785, -2.29311, -0.09676], [-2.31549, -1.73214, -0.06408], [-3.26319, -2.91614, -0.98617], [-3.28523, -2.93300, 0.78425], [-5.27135, -1.93713, -1.90674], [-6.11523, -0.57001, -1.02883]], "spin_multiplicity": 1, "max_force_ev_per_a": 1.51, "smiles": "C=C(C)CSc1nnc(CCCCCNC(=O)OC(C)(C)C)o1", "e_above_lowest_kcal_mol": 44.10, "orbital_gap_ev": 9.370}


4.
{"formula": "C16H27N7O5Ti", "method": "ωB97M-V with the def2-TZVPD basis set", "elements": ["Ti", "O", "C", "O", "C", "O", "C", "C", "O", "O", "H", "H", "H", "H", "H", "N", "C", "C", "C", "N", "C", "C", "N", "C", "H", "H", "H", "H", "H", "H", "H", "H", "H", "H", "H", "H", "H", "H", "H", "H", "N", "C", "C", "N", "C", "C", "N", "C", "C", "N", "H", "H", "H", "H", "H", "H"], "positions_angstrom": [[0.54519, -0.38720, 0.83464], [4.60274, -1.36545, 1.95572], [3.34680, -1.34059, 1.62723], [2.78325, -0.39996, 1.07784], [2.62174, -2.62502, 1.93453], [1.21626, -2.40086, 1.88934], [0.55315, -2.30062, 3.18462], [-0.08478, -0.92538, 3.21133], [-1.21898, -0.73563, 3.56949], [0.72133, -0.00292, 2.67942], [5.06546, -0.53790, 1.72831], [2.94080, -3.03025, 2.89227], [2.88972, -3.34734, 1.16285], [1.27503, -2.39848, 3.99486], [-0.19467, -3.08054, 3.26223], [-2.02947, 3.92635, -2.29758], [-1.65385, 2.46257, -2.04022], [-2.45473, 1.88037, -0.87613], [-1.87622, 2.17814, 0.52754], [-1.37824, 0.93821, 1.18558], [-0.72494, 3.17671, 0.49063], [0.38646, 2.75682, -0.46761], [1.17630, 1.65447, 0.15621], [-0.15046, 2.30047, -1.84615], [-3.03132, 4.01570, -2.49047], [-1.53452, 4.30066, -3.11190], [-1.82089, 4.53829, -1.50670], [-1.94682, 1.96973, -2.96472], [-2.46281, 0.79960, -1.03438], [-3.50069, 2.19101, -0.93517], [-2.66979, 2.59076, 1.14715], [-2.16502, 0.30481, 1.31616], [-1.13651, 1.18154, 2.14757], [-0.31660, 3.29472, 1.49747], [-1.08559, 4.17904, 0.24440], [1.05616, 3.60200, -0.61599], [1.56252, 2.00768, 1.03413], [1.99916, 1.48204, -0.41823], [0.02812, 1.23005, -1.96033], [0.40158, 2.78007, -2.65754], [-1.68792, -3.29953, -1.05214], [-2.55712, -3.25660, 0.01765], [-2.10134, -2.26346, 0.82412], [-0.96836, -1.70722, 0.25584], [-0.75317, -2.37037, -0.86840], [0.45824, -2.02089, -1.60462], [1.19672, -1.05792, -1.08350], [2.32184, -0.96761, -1.88105], [2.23836, -1.88229, -2.88038], [1.03900, -2.53588, -2.68592], [-1.75902, -3.94794, -1.82361], [-3.40182, -3.92019, 0.10946], [-2.48764, -1.94207, 1.77919], [3.12327, -0.27596, -1.68394], [2.90583, -2.12070, -3.69214], [0.69829, -3.29503, -3.25895]], "spin_multiplicity": 2, "max_force_ev_per_a": 1.48, "e_above_lowest_kcal_mol": 17.21, "charge": 3, "orbital_gap_ev": [8.148, 8.789]}